# 1
Here is C52H54GeMoN3OP2S2 as an isolated structure from the Open Molecules 2025 dataset. Energies are from ωB97M-V/def2-TZVPD.

Structure (XYZ):
```
116
Properties=species:S:1:pos:R:3:mulliken_charge:R:1
H 0.764 -6.467 1.961 0.44
H -3.344 1.389 -2.483 0.02
C -2.338 4.043 -2.755 -0.51
H -3.822 -4.288 0.166 0.34
C 3.774 -2.053 3.640 -0.82
H 2.432 -0.414 4.014 0.48
C -2.814 -1.060 0.656 0.21
C -0.133 -0.304 -2.776 -1.77
H 3.256 1.539 1.990 1.38
S -4.153 -0.991 1.784 -0.12
C 2.952 3.992 1.255 0.69
C 0.047 -3.498 0.492 -0.19
H -0.015 -4.437 -2.072 0.50
S -2.023 0.482 0.287 -0.39
C 3.921 -2.813 1.362 -0.92
Ge -1.931 -0.418 -3.642 0.80
C -5.241 -3.578 1.603 0.39
C 0.558 -5.408 1.861 -1.05
P 0.751 1.828 -1.272 2.11
H -1.320 2.679 5.947 0.42
C -1.862 4.496 -3.980 -0.61
H 5.010 3.777 -2.809 0.48
C 5.015 1.638 -3.000 -0.74
N -2.399 -2.155 0.145 -0.48
H -8.523 -4.444 1.694 0.38
H 2.709 -1.764 -0.055 0.22
H -3.753 -0.233 -1.865 0.33
H 3.210 1.059 0.319 0.56
H 0.216 -2.582 3.743 0.51
C -0.276 2.831 -2.402 1.46
H -2.540 -2.843 -3.102 0.35
H -3.325 4.332 -2.412 0.50
H -3.237 -3.128 2.296 -0.07
H -6.880 -3.039 2.884 0.37
H -2.242 0.587 4.963 0.53
C -1.548 3.216 -1.969 -0.95
C 0.223 -3.371 -2.060 -1.84
C -5.779 -5.119 -0.172 -0.76
H 1.307 -3.280 -2.155 0.13
C 2.622 1.539 1.108 -3.02
C 0.187 3.275 -3.637 -0.27
H 0.368 -5.497 -0.263 0.40
H -0.267 -2.924 -2.912 0.20
C 3.006 -1.839 0.987 -0.15
H 4.823 2.926 1.361 0.42
C 0.934 2.168 3.464 -0.80
C -2.406 -2.265 -4.018 -1.47
H 4.740 -0.491 -3.067 0.49
H 2.715 3.885 -1.938 0.51
C -0.739 0.448 3.452 -0.22
C -7.100 -5.164 0.254 -0.41
N -1.386 -2.029 -0.786 0.24
C 0.238 -3.231 2.873 -0.73
C 3.006 0.526 -2.310 -0.35
H -2.473 5.151 -4.592 0.39
H -7.820 -5.784 -0.266 0.38
C 0.492 -4.590 2.989 -1.02
C -0.604 4.108 -4.420 -0.88
H 5.020 -3.677 2.990 0.43
C 3.148 2.922 -2.185 -0.54
H -1.930 2.869 -1.016 0.50
H 6.024 1.599 -3.396 0.41
H -0.233 4.454 -5.378 0.43
H -4.298 0.266 -3.474 0.54
C -3.477 0.340 -2.754 -0.95
C 2.415 1.752 -2.004 0.22
C 5.029 4.947 2.040 -0.82
C 4.416 6.177 2.237 -0.53
N 2.239 2.892 0.754 2.03
H -2.502 0.366 -5.991 0.43
H 6.085 4.828 2.256 0.41
C 4.444 2.863 -2.679 -0.94
H 0.740 3.669 4.975 0.49
C -7.495 -4.413 1.354 -0.60
Mo -0.090 -0.399 -0.634 -2.56
C 2.465 -0.971 1.936 0.39
C 4.305 -2.919 2.692 -0.79
C -4.247 -2.727 2.353 -0.46
H 2.568 7.258 2.089 0.42
C 0.341 -4.858 0.612 -0.86
C -1.665 0.550 -5.307 -1.20
C -0.296 -2.814 -0.756 2.30
C 0.413 1.005 2.887 0.66
H 2.458 -0.390 -2.155 0.19
C 2.331 5.224 1.467 -0.43
P 1.256 0.289 1.422 3.48
H -5.467 -5.703 -1.030 0.39
H -1.609 1.624 -5.106 0.27
C -1.350 1.042 4.548 -1.21
H 4.980 7.020 2.617 0.42
C 3.066 6.306 1.942 -0.90
H 0.655 -5.019 3.972 0.48
H -4.533 -2.626 3.400 0.66
C -4.853 -4.330 0.498 0.07
H 1.161 2.974 -3.998 0.35
C -0.833 2.209 5.099 -0.84
C 2.853 -1.080 3.266 -0.58
H 0.296 0.558 -3.276 1.14
H -1.173 -0.450 3.036 0.19
C 4.313 3.865 1.546 -0.57
H 0.110 2.980 0.765 0.44
C 0.314 2.764 4.557 -0.72
H 1.267 5.344 1.292 0.48
C 0.038 -2.682 1.613 -0.32
H 1.834 2.631 3.095 0.29
O -0.148 -1.355 1.454 1.51
H -0.739 0.238 -5.800 0.37
H 0.387 -1.163 -3.208 0.89
H 0.928 4.052 -0.367 1.37
H -3.368 -2.235 -4.543 0.47
C 4.298 0.466 -2.815 -0.80
H -1.684 -2.767 -4.667 0.39
C -6.568 -3.624 2.023 -0.51
H 4.072 -2.137 4.678 0.48
C 0.977 3.072 0.094 -2.45
H 4.330 -3.489 0.621 0.49
```

Output
* HOMO level (alpha / beta): -10.1 / -10.1 eV
* orbital gap (alpha / beta): 0.2079 / 0.2086 Eh
* net charge: +1

=====

# 2
Here is C52H54HfNO4PSTe as an isolated structure from the Open Molecules 2025 dataset. Energies are from ωB97M-V/def2-TZVPD.

Structure (XYZ):
```
115
Properties=species:S:1:pos:R:3:mulliken_charge:R:1
H 1.888 -4.854 7.545 0.36
C 1.876 -3.402 4.710 -1.12
O 2.169 -0.680 0.603 -0.11
C -0.884 -2.330 0.903 -0.06
H -0.397 -2.140 1.851 0.80
H -1.291 3.981 3.012 0.39
C 2.021 4.014 -0.238 -0.42
H -4.130 2.795 -1.236 0.47
H 2.360 1.531 -1.083 1.13
H -3.212 0.155 -1.072 0.38
H -2.621 -4.482 -3.006 0.38
C 1.017 3.063 -0.399 -0.43
H 1.941 -2.029 7.799 0.45
H 1.026 -0.121 6.561 0.49
H 0.821 1.633 -1.928 -0.32
C 0.834 -0.155 -4.252 1.05
C -2.887 0.617 -1.995 -0.45
H 2.495 6.043 0.257 0.46
H 2.124 1.404 -7.525 0.43
H -3.570 -1.502 2.264 0.49
C -0.360 -3.371 0.111 0.29
C -2.850 -0.911 1.693 -1.10
C -1.645 2.374 -3.115 -0.30
H -0.538 -1.257 -5.497 0.42
H -0.759 3.969 -4.219 0.59
C -2.898 -2.306 -0.396 -0.15
H -3.909 -1.952 -0.566 0.66
C -2.023 1.716 -1.930 1.24
C -0.305 3.427 -0.139 0.88
H -4.026 -4.499 -1.942 0.40
C -1.132 -3.846 -0.936 -0.71
O 0.334 -0.070 2.421 0.81
C -4.112 3.070 -0.190 -1.10
C 1.090 -1.153 4.657 0.73
C -2.964 0.753 -4.373 -1.23
C 1.730 -2.617 -2.609 1.08
H -1.260 4.434 -2.596 0.25
C 1.289 1.691 -0.941 -0.27
H 2.110 -4.323 4.192 0.42
C 2.643 -4.470 6.857 -1.60
O 3.467 -1.224 2.337 -0.52
C 2.602 -4.769 -3.211 -0.61
C 3.043 1.097 2.030 0.37
H 3.501 -4.164 7.456 0.39
H 1.614 -3.326 0.989 0.05
H -0.982 2.382 2.361 -0.63
C 2.097 -3.310 6.079 0.94
C 1.532 -3.887 -3.137 -0.57
C 0.946 -4.019 0.477 -1.39
C 2.319 1.339 -5.391 -0.69
C -1.750 3.009 2.815 -0.92
S 0.437 0.253 3.869 1.25
C -2.985 2.798 0.592 0.96
O -0.760 0.664 4.519 -0.73
H 0.559 -4.188 -3.507 0.49
H -6.066 4.534 2.143 0.41
Hf 0.371 -0.022 0.183 -0.13
C -4.087 3.789 2.473 -0.85
C 0.267 -0.533 -5.463 -0.55
H -1.831 2.338 -5.240 0.43
C 1.706 5.311 0.141 -0.99
C 2.985 -2.210 -2.180 -0.15
P -1.520 2.079 -0.213 1.11
C 0.735 0.033 -6.641 -0.72
C -2.120 1.849 -4.319 -0.53
C -2.959 3.171 1.939 0.87
C -2.178 -1.813 0.689 0.73
C 2.906 1.343 3.529 -1.11
H 5.031 -2.788 -1.927 0.49
C 1.758 0.968 -6.605 -0.69
H 3.051 3.745 -0.440 0.59
H 2.329 1.062 -3.279 0.19
C -0.623 4.734 0.219 -0.51
C 2.929 -0.379 1.685 -0.10
H 2.319 1.720 1.499 -0.51
H 4.036 1.408 1.698 0.64
C 0.382 5.678 0.355 -0.81
H 3.414 0.554 4.085 0.37
C 4.049 -3.098 -2.257 -0.85
C -3.372 0.138 -3.198 -0.84
H -0.756 -4.662 -1.543 0.66
H 1.467 -4.396 -0.403 0.22
C 1.378 -2.329 3.989 0.62
H -2.021 2.564 3.769 0.76
C 1.790 -2.109 6.730 -0.84
H 0.201 3.492 -2.829 0.14
C -0.818 3.632 -3.187 -1.30
H -3.680 -3.069 -2.906 0.27
H 0.135 6.695 0.628 0.49
H 3.359 2.298 3.786 0.57
C 1.863 0.777 -4.205 -0.04
H -4.076 4.078 3.517 0.52
H 1.237 -2.413 2.924 -0.72
C 1.287 -1.031 6.036 -1.21
H 3.123 2.063 -5.364 0.49
H 4.687 -5.067 -2.817 0.43
C -5.217 3.694 0.359 -0.83
Te 0.095 -1.278 -2.613 -0.50
H 0.296 -0.259 -7.586 0.48
H 1.366 1.969 4.825 0.35
C -5.206 4.049 1.701 -0.80
H -1.653 5.017 0.403 0.57
C 3.856 -4.377 -2.763 -0.69
H -2.157 -0.474 2.409 -0.13
H 3.147 -1.211 -1.794 0.34
C -2.397 -3.323 -1.204 0.48
H -6.080 3.904 -0.259 0.46
H -3.413 -0.106 1.216 0.24
H 0.757 -4.867 1.139 0.48
C -3.221 -3.873 -2.332 -1.68
H 2.456 -5.757 -3.626 0.45
H 2.949 -5.283 6.202 0.36
H -3.320 0.395 -5.330 0.46
N 1.488 1.484 3.942 -0.27
H -4.068 -0.690 -3.219 0.62
```

Output
* HOMO level: -13.3 eV
* orbital gap: 0.2829 Eh
* net charge: +2

=====

# 3
Here is C52H55ClCoN10O3P2 as an isolated structure from the Open Molecules 2025 dataset. Energies are from ωB97M-V/def2-TZVPD.

Structure (XYZ):
```
124
Properties=species:S:1:pos:R:3:lowdin_spin:R:1
O -1.599 0.823 -2.215 -0.01
C 0.441 -6.932 1.537 0.00
H -4.790 -3.014 1.654 0.00
H 7.667 2.409 1.222 0.00
H -2.078 2.871 3.916 0.00
H -0.406 -1.836 4.499 0.00
H -2.789 -1.361 4.867 0.00
H -3.903 -4.519 2.013 0.00
C 3.980 2.195 2.269 0.00
C 0.102 -5.825 -0.607 0.00
C -0.948 -2.749 -3.546 0.00
C 4.543 3.430 1.987 0.00
H 0.940 -6.832 -2.319 0.00
H 0.886 -3.892 -3.141 0.00
C 2.311 2.489 -1.498 0.00
C -3.372 2.211 -3.887 0.00
C -0.349 6.816 1.778 0.00
N -1.459 0.716 0.589 0.00
C -3.092 -2.104 -1.761 0.00
H 1.168 -2.200 -3.577 0.00
N 2.981 -0.600 1.404 0.00
C 1.811 5.612 2.076 0.00
C -1.276 -3.906 0.678 0.00
H 1.360 2.995 -1.619 0.00
C -3.041 -1.604 3.829 0.00
C -0.983 -3.806 -0.759 0.01
H -3.516 3.399 3.040 0.00
H -0.865 -0.598 -4.010 0.00
C 2.077 0.194 0.832 0.00
C 1.195 0.467 -2.490 -0.05
H -1.565 -4.128 -5.064 0.00
C 3.617 0.527 -1.713 0.00
Cl 3.842 -1.149 -2.186 0.00
C -1.805 -3.928 -4.015 0.00
C -1.735 6.799 1.790 0.00
H 6.315 4.485 1.415 0.00
N -3.345 1.747 1.245 0.00
C 6.038 1.112 1.723 0.00
H -0.191 1.767 1.943 0.00
H 0.678 -3.356 -4.810 0.00
H 0.666 1.115 -3.190 0.00
H -3.008 6.046 -4.118 0.00
C -4.179 2.933 -4.757 0.00
C 4.602 2.492 -0.745 0.00
N -2.277 2.202 1.947 0.00
C -4.048 4.313 -4.840 0.00
H 0.288 -6.934 2.609 0.00
H 2.952 2.149 2.605 0.00
C -3.114 4.970 -4.050 0.00
C -0.347 4.557 2.596 0.00
C -3.941 -3.637 1.372 0.00
C 0.540 -3.069 -3.763 0.00
C 1.299 -7.904 -0.501 0.00
C 4.709 1.171 -1.143 0.00
N 2.760 -1.889 1.050 0.00
H -3.576 -3.051 -1.997 0.00
H -3.508 5.640 2.134 0.00
Co -0.204 0.095 -1.062 1.03
H -1.610 -4.836 -3.446 0.00
C 4.707 1.025 2.110 0.00
H -3.127 -4.336 4.026 0.00
C 1.729 -1.797 0.246 0.00
H 0.151 -2.729 3.076 0.00
H 3.282 4.187 -0.624 0.00
H 1.529 -8.747 1.486 0.00
C 1.121 -7.928 0.908 0.00
H 1.468 -0.451 -2.995 0.00
C 2.385 1.150 -1.924 0.00
C -2.425 5.654 2.170 0.00
C -2.444 3.246 2.960 0.00
P -1.259 -2.236 -1.764 0.02
C -2.314 4.248 -3.176 0.00
C -0.606 -2.032 3.440 0.00
H -3.446 -1.757 -0.793 0.00
O 2.363 4.388 2.233 0.00
H -4.053 -2.014 3.821 0.00
C -2.121 -3.913 4.070 0.00
H -3.375 0.338 -0.307 0.00
H -3.357 -1.358 -2.511 0.00
O -0.806 2.724 -1.379 0.02
H -0.874 -1.685 -5.409 0.00
C -1.286 -1.520 -4.409 0.00
N -0.348 -4.775 -1.351 0.01
H -1.582 4.737 -2.547 0.00
H -0.499 -1.094 2.887 0.00
C 4.048 -0.303 2.366 0.00
H 0.210 3.692 2.933 0.00
H -2.365 -1.381 -4.518 0.00
H 0.197 7.692 1.451 0.00
C 6.625 2.353 1.509 0.00
C -1.733 4.522 2.578 0.00
C 3.387 3.150 -0.925 0.00
H 3.624 -0.338 3.371 0.00
H -4.904 2.419 -5.376 0.00
N -0.820 -4.890 1.395 0.00
H 6.619 0.207 1.586 0.00
C 0.805 -6.877 -1.246 0.00
H -2.284 7.677 1.477 0.00
P -2.384 -2.647 1.457 0.00
N 2.684 6.510 1.797 0.00
C 3.675 4.614 2.002 0.00
H -1.417 -4.662 3.710 0.00
H -1.906 -3.702 5.123 0.00
H -4.674 4.877 -5.522 0.00
H 5.455 3.003 -0.314 0.00
C 0.348 5.681 2.172 0.00
H 5.639 0.629 -1.023 0.00
H 1.322 -2.648 -0.271 0.00
H -2.872 -3.699 -3.971 0.00
C -2.440 2.867 -3.091 0.00
C -0.093 -5.862 0.776 0.00
H 1.836 -8.709 -0.986 0.00
H -3.049 -0.675 3.252 0.00
H 2.075 1.271 0.890 0.00
C -2.803 0.868 0.434 0.00
H -4.093 -3.967 0.344 0.00
N 3.922 5.845 1.743 0.00
C -2.017 -2.610 3.282 0.00
C -1.549 2.105 -2.147 0.00
H 4.756 -1.120 2.274 0.00
H -3.449 1.133 -3.820 0.00
N 1.260 -0.528 0.091 -0.01
C -1.173 1.569 1.545 0.00
C 5.880 3.516 1.625 0.00
```

Output
* HOMO level (alpha / beta): -7.1 / -7.2 eV
* orbital gap (alpha / beta): 0.2485 / 0.2552 Eh
* 2S+1: 2

=====

no.,electronic energy (Eh),F_max (eV Å⁻¹)
1,-5877.39193,2.6
2,-3424.82617,0.6
3,-5313.54119,0.9